[1]
Density functional theory data (wB97M-V/def2-TZVPD) for a structure of composition C41H46BMnN11O2S4 at a distorted geometry.

Values from the calculation:
2S+1 = 2
LUMO energy (alpha / beta) = 0.48 / 0.48 eV
Energy relative to the best compared isomer or geometry (same formula, charge and spin) = 82.2 kcal per mole
Gap between HOMO and LUMO (alpha / beta) = 7.49 / 7.51 eV
Total charge = 0
Expectation value of S² = 1.10
HOMO (alpha / beta) = -7.01 / -7.03 eV

Positions of all 106 atoms, in Å:
Mn 0.10930 -0.23220 -0.34170
S 0.35220 0.08290 -4.96870
S -0.84510 -2.70880 -4.25340
S 2.41040 1.38240 -1.15670
S 2.58760 -1.61960 2.18220
O 1.21720 1.24510 -4.98480
O 0.83750 -1.06170 -5.71090
N -1.35590 -1.58490 0.93470
N 0.10990 -0.29130 -3.41210
N -4.67830 1.98650 -7.49120
N -2.11580 1.16870 1.54780
N -1.40380 1.20490 -1.11200
N 3.51360 1.42880 -3.52700
N -2.63290 -1.16120 0.94210
N -2.63590 0.72440 -0.82670
N -0.77530 1.19220 1.43520
N -0.33760 -1.92020 -1.84360
N 1.88400 -0.72850 1.09610
C 3.80060 -0.38650 -4.99800
C 7.10170 -0.91650 1.89020
C -1.48110 1.96980 -5.70770
C -2.09150 -0.28600 -6.23110
C -4.90380 -1.93850 1.67810
C 1.11510 2.52650 2.30780
C 5.22710 -2.01040 2.90550
C 2.79910 -0.72420 -2.84430
C 3.91450 0.94100 -4.71850
C -4.95210 0.81800 -1.73970
C -3.43360 -2.09560 1.49090
C 1.32980 -0.41960 5.85070
C -1.15640 -3.78150 -2.92120
C -2.52310 2.10660 2.42270
C 3.20460 0.97520 5.31700
C 4.39060 -1.37890 2.00160
C 2.19520 0.60720 6.19240
C -1.39840 2.76270 2.88390
C 1.47350 -1.07740 4.64140
C 4.89660 -0.55800 1.01180
C -2.63450 -3.16780 1.84240
C -0.81230 -3.19790 -1.75810
C 3.36140 0.31050 4.11210
C 6.58790 -1.77230 2.85240
C -0.09310 -3.59720 1.66030
C -0.30400 -1.49140 -3.09440
C -1.20490 0.61600 -5.67470
C -1.50120 1.99980 -2.17000
C -0.32380 2.15850 2.22580
C -3.26340 0.16400 -6.80480
C 2.91540 0.65580 -2.58310
C -2.82730 2.00300 -2.62010
C -3.55860 1.52820 -6.83660
C -1.33680 -2.79970 1.47600
C -0.35050 2.81900 -2.63140
C -3.51260 1.18500 -1.74440
C -3.94120 2.33240 2.81110
C 3.21240 -1.23680 -4.04020
C -2.64960 2.42720 -6.27630
C 2.50060 -0.72470 3.78030
C 6.26110 -0.32540 0.96270
B -2.98640 0.29820 0.62210
H 3.06430 -2.27860 -4.27540
H -4.38710 1.40850 3.17390
H 2.32500 -1.32550 -2.07740
H 3.49350 2.43130 -3.37580
H -2.94320 -4.09020 2.28990
H -0.70850 3.72790 -3.11250
H 1.57960 2.39500 1.33090
H -5.39540 -1.68420 0.74050
H 6.66100 0.33090 0.20510
H 7.24480 -2.24190 3.56780
H -1.35770 3.56680 3.58980
H -5.00660 2.90570 -7.24960
H -5.43630 1.17290 -2.64550
H 1.21100 3.56650 2.61040
H -2.86480 3.48510 -6.29390
H 0.78280 -1.85460 4.35580
H 4.31160 1.65830 -5.41950
H 0.26900 2.26050 -3.33200
H -5.05750 -0.26290 -1.68070
H 0.25840 -3.51700 2.68830
H -1.55610 -4.76010 -3.08060
H -3.95560 -0.54200 -7.24060
H -5.39850 1.30930 -7.67760
H 3.86860 1.79130 5.56230
H 4.15100 0.60820 3.43780
H 8.16020 -0.70960 1.86630
H 4.11420 -0.77090 -5.95290
H -4.13440 0.49500 0.81750
H -1.85410 -1.33680 -6.22280
H -5.11500 -1.14060 2.39010
H -5.44900 1.25420 -0.87430
H 4.23140 -0.08900 0.30100
H -0.87930 -3.66450 -0.79370
H 2.08160 1.12260 7.13490
H 0.53510 -0.70600 6.52270
H -3.98310 3.07740 3.60190
H 0.26720 3.07990 -1.77190
H -0.75530 2.65220 -5.30360
H -0.28680 -4.64740 1.45010
H -4.53500 2.67900 1.96660
H -5.31860 -2.86890 2.05990
H 4.80800 -2.66140 3.65700
H 0.68370 -3.22110 0.99920
H 2.24030 0.23040 1.12390
H 1.62610 1.90450 3.04180
H -3.23070 2.53700 -3.45520

Cartesian forces (eV/Å) of the 6 atoms listed first:
Mn -1.1 -0.1 1.6
S 0.0 0.1 0.5
S 0.0 -0.5 0.8
S -0.8 0.3 0.6
S 0.7 1.0 0.4
O -0.5 0.0 -0.1

[2]
Density functional theory data (wB97M-V/def2-TZVPD) for a structure of composition C49H44BrFN11O8S3SeY.

Values from the calculation:
LUMO energy = -0.47 eV
Energy relative to the best compared isomer or geometry (same formula, charge and spin) = 21.1 kcal per mole
Gap between HOMO and LUMO = 6.88 eV
Total charge = 0
HOMO = -7.35 eV

Positions of all 119 atoms, in Å:
Y 1.52167 -2.09238 0.82240
Br -4.33374 -5.37617 6.45953
Se 3.75970 -3.01476 2.76711
S -1.09925 -3.14181 0.02050
S -1.66775 -5.38207 -1.87031
S -3.22482 3.36521 -8.11459
F -3.24939 2.18424 -2.40259
O 0.21993 -1.95140 2.66631
O 0.79960 -3.99923 2.12158
O 0.16627 -0.18240 0.38221
O 2.49047 -0.30251 1.78215
O 2.15191 0.72716 3.74283
O -4.64101 3.60775 -7.44754
O -2.45108 4.57622 -8.03823
O -2.71420 2.39967 -6.80533
N 0.75233 -4.72226 -1.23259
N 2.10255 -3.95292 4.90674
N -4.24461 6.38030 -3.91389
N 0.18320 3.72030 1.60554
N 1.73762 -3.91133 -0.73281
N 1.27988 -1.20008 -2.04159
N -2.79565 4.96661 -1.95596
N 2.24925 -1.78012 4.82479
N -0.76504 2.00499 -7.93679
N -1.05890 1.40253 -5.65790
N 3.78963 -2.20971 -0.29351
C 0.37986 -4.09314 6.76157
C 2.27118 -5.34941 4.55964
C -1.76043 -2.85780 4.42532
C 5.37165 -3.97102 -0.61490
C -4.23818 5.16783 -1.80142
C -0.47940 -4.36026 -0.98276
C 0.94279 2.79017 2.21563
C -2.37713 2.55776 -1.44821
C 0.17312 0.89336 -5.62986
C -1.29919 -5.09385 3.66403
C 1.00477 0.95867 -6.74254
C -0.38822 -3.28217 7.58082
C 4.79581 -1.37198 -0.05922
C -2.79248 6.22780 -4.00805
C -2.99867 -4.70323 5.29124
C 0.56883 -1.25676 6.64045
C -1.42513 4.28778 -0.11380
C -0.67969 3.33544 0.58869
C -1.02336 -3.73298 3.63803
C 0.47183 1.52748 -7.88357
C 2.67383 -2.91556 4.25127
C 0.14424 0.99081 0.80517
C -4.63439 6.45435 -2.50762
C 4.06905 -3.49495 -0.57775
C -2.29137 -5.58966 4.49503
C 0.05500 -3.20877 2.75055
C -1.25469 -4.81076 -3.53785
C -2.42387 4.90157 -3.37217
C -0.38268 -0.34796 -3.55292
C 0.00561 -1.02933 -2.41234
C -1.66165 1.60307 -0.78306
C 1.57383 5.68982 2.38818
C 0.58624 0.20331 -4.37952
C 6.12356 -1.76694 -0.08182
C 1.91262 0.04571 -3.99809
C 1.33884 -2.06954 5.82268
C 0.99067 1.48640 1.84794
C 0.90337 6.10299 1.11195
C -2.23431 3.92812 -1.16540
C 0.24869 5.10326 2.01699
C -1.45143 1.93052 -6.80481
C 6.41090 -3.09550 -0.34949
C 2.20047 -0.65395 -2.83622
C -2.75341 -3.34023 5.26215
C 2.92537 -4.36235 -0.87897
C -0.29464 -1.88751 7.52064
C 1.95074 0.56771 2.53320
C -0.76247 1.98419 0.22203
C 1.24422 -3.45898 5.88215
H -1.08386 -3.73829 8.27245
H -0.73755 -5.75336 3.01530
H 3.28693 -5.49820 4.20261
H 2.09278 -5.95473 5.44585
H 7.43373 -3.44830 -0.34438
H 6.90558 -1.05186 0.12826
H 2.00275 0.54793 -6.73880
H 1.04698 1.59318 -8.79998
H -1.82823 -5.42290 -4.23156
H -1.43007 -0.24362 -3.80084
H 5.55754 -5.01227 -0.84060
H -2.94587 4.09266 -3.89626
H -4.80775 4.32902 -2.22557
H -3.32789 -2.66920 5.88528
H 2.42386 -0.84511 4.42157
H 1.32040 5.73257 0.18547
H -2.48714 6.25275 -5.05243
H -4.54210 7.21872 -4.39719
H -4.47420 5.24515 -0.73910
H -4.60305 4.17822 -6.65345
H 1.59773 6.38226 3.21676
H -5.71127 6.60469 -2.43013
H 1.58002 -5.62402 3.76313
H -0.19089 -4.94322 -3.72221
H 0.28800 -5.17032 6.79286
H 1.55533 3.13523 3.03679
H 0.63427 -0.17907 6.57742
H -4.12574 7.28881 -2.00144
H 2.44836 5.06044 2.30503
H -0.92046 -1.28842 8.16881
H 3.09331 -5.36238 -1.27193
H -1.53730 -1.80028 4.37878
H 4.51474 -0.35352 0.17904
H -1.34970 4.72354 -3.44525
H -1.76413 0.55553 -1.02821
H 0.46331 7.08837 1.04739
H -2.26726 7.03136 -3.47099
H -0.62287 5.42687 2.57350
H -0.74117 -1.47558 -1.76934
H -1.33382 5.34098 0.10414
H 2.72238 0.46229 -4.58252
H -2.51992 -6.64598 4.51773
H 3.23170 -0.79404 -2.53049
H -1.53626 -3.76522 -3.65662

Cartesian forces (eV/Å) of the 6 atoms listed first:
Y -0.5 0.6 -0.3
Br 0.0 0.0 0.0
Se 0.5 -0.4 0.1
S 0.2 0.1 -0.4
S 0.0 0.1 0.0
S 0.4 -0.3 -0.1

Q: total charge of number 2 (C49H44BrFN11O8S3SeY)?
A: 0